No. 1
Density functional theory data (wB97M-V/def2-TZVPD) for a molecular structure, C39H75Br2IN2O6.

The geometry in XYZ format:
```
125
Properties=species:S:1:pos:R:3:lowdin_charge:R:1
C -7.19 -4.59 -2.73 -0.108
C -7.60 -4.23 -1.26 -0.692
Br -8.93 -5.35 -0.36 0.643
C -7.05 -3.17 -0.56 -0.591
Br -7.66 -2.90 1.29 0.738
C -5.97 -2.29 -1.25 -0.271
C -6.03 -0.73 -0.84 -0.392
O -7.32 -0.23 -0.40 -0.072
N -5.01 -0.48 0.22 0.086
C -4.54 -1.81 0.61 -0.458
O -4.36 -2.21 1.73 0.088
C -4.43 -2.52 -0.80 -0.577
I -3.25 -1.43 -2.31 1.048
C -4.03 -4.04 -0.89 -0.207
C -2.81 -4.49 0.01 -0.192
C -1.38 -4.31 -0.64 -0.195
C -0.72 -2.90 -0.26 -0.248
C 0.73 -3.06 0.39 -0.183
C 1.14 -1.60 0.92 -0.194
C 2.59 -1.20 0.45 -0.210
C 2.86 0.35 0.49 -0.194
C 1.96 1.20 -0.48 -0.200
C 2.32 0.98 -2.00 -0.197
C 1.46 -0.12 -2.73 -0.195
C 1.48 0.09 -4.30 -0.138
N 0.67 -0.94 -5.00 -0.122
C 0.43 -1.08 -6.38 -0.102
C -0.46 -2.22 -6.62 -0.094
C -0.76 -2.87 -5.29 -0.073
C -0.02 -1.98 -4.39 -0.160
H -8.06 -5.12 -3.20 0.071
H -6.35 -5.33 -2.66 0.089
H -6.85 -3.72 -3.34 0.078
H -5.93 -2.23 -2.37 0.093
H -5.87 -0.07 -1.75 0.119
H -7.63 0.46 -1.01 0.101
H -5.48 0.02 0.99 0.137
H -3.72 -4.22 -1.97 0.087
H -4.88 -4.76 -0.70 0.111
H -2.78 -4.02 1.03 0.105
H -2.94 -5.60 0.19 0.113
H -0.71 -5.08 -0.15 0.104
H -1.38 -4.51 -1.75 0.101
H -1.43 -2.32 0.39 0.100
H -0.57 -2.30 -1.21 0.030
H 1.42 -3.32 -0.47 0.104
H 0.74 -3.83 1.20 0.110
H 0.97 -1.52 2.03 0.116
H 0.43 -0.86 0.43 0.089
H 2.74 -1.61 -0.60 0.074
H 3.34 -1.77 1.09 0.121
H 3.94 0.50 0.16 0.109
H 2.73 0.74 1.54 0.105
H 0.85 1.04 -0.36 0.100
H 2.15 2.29 -0.21 0.103
H 2.10 1.96 -2.54 0.109
H 3.43 0.79 -2.15 0.114
H 0.38 -0.04 -2.42 0.113
H 1.79 -1.18 -2.48 0.101
H 2.54 0.07 -4.66 0.129
H 1.07 1.12 -4.51 0.130
H 0.83 -0.44 -7.19 0.107
H -0.88 -2.59 -7.59 0.080
H -1.36 -3.77 -5.03 0.082
H -0.09 -2.21 -3.30 0.070
C 4.28 4.38 4.22 -0.077
C 3.95 3.90 2.81 -0.275
O 2.64 3.36 2.69 -0.174
C 1.57 4.24 3.00 -0.273
C 1.52 5.47 2.12 -0.081
H 4.17 3.57 4.94 0.083
H 5.31 4.75 4.26 0.078
H 3.63 5.20 4.53 0.066
H 4.64 3.10 2.54 0.118
H 4.10 4.70 2.08 0.094
H 1.59 4.51 4.06 0.107
H 0.65 3.66 2.85 0.119
H 2.41 6.09 2.24 0.061
H 0.65 6.09 2.37 0.082
H 1.46 5.19 1.07 0.078
C -5.41 -1.45 4.69 -0.082
C -5.57 -2.96 4.77 -0.283
O -5.09 -3.52 5.98 -0.158
C -5.70 -3.07 7.17 -0.285
C -7.20 -3.34 7.23 -0.083
H -4.36 -1.17 4.82 0.086
H -5.76 -1.08 3.73 0.054
H -5.98 -0.94 5.47 0.065
H -4.99 -3.42 3.96 0.106
H -6.61 -3.26 4.60 0.097
H -5.49 -2.01 7.33 0.105
H -5.22 -3.60 7.99 0.117
H -7.74 -2.82 6.44 0.064
H -7.61 -3.01 8.18 0.075
H -7.40 -4.41 7.11 0.081
C 5.76 -4.06 -2.71 -0.076
C 5.02 -2.79 -2.34 -0.283
O 5.59 -2.11 -1.22 -0.172
C 6.93 -1.68 -1.36 -0.277
C 7.14 -0.71 -2.51 -0.079
H 5.79 -4.75 -1.87 0.084
H 5.25 -4.56 -3.55 0.080
H 6.79 -3.86 -3.02 0.066
H 4.00 -3.04 -2.05 0.105
H 4.95 -2.11 -3.19 0.106
H 7.60 -2.54 -1.45 0.106
H 7.19 -1.19 -0.42 0.119
H 6.90 -1.15 -3.47 0.066
H 8.18 -0.38 -2.54 0.078
H 6.50 0.17 -2.39 0.075
C 3.74 6.94 -0.65 -0.075
C 3.00 8.21 -0.28 -0.278
O 3.57 8.88 0.84 -0.163
C 4.91 9.31 0.70 -0.281
C 5.13 10.29 -0.45 -0.081
H 3.77 6.25 0.20 0.055
H 3.24 6.44 -1.49 0.081
H 4.77 7.13 -0.95 0.068
H 1.98 7.96 0.00 0.114
H 2.93 8.89 -1.13 0.107
H 5.58 8.45 0.61 0.106
H 5.18 9.81 1.63 0.118
H 4.89 9.84 -1.42 0.065
H 6.17 10.62 -0.48 0.077
H 4.49 11.17 -0.33 0.082
```

The multiplicity is 1.

No. 2
Density functional theory data (wB97M-V/def2-TZVPD) for a molecular structure, C43H44N2P2S2Sr.

The geometry in XYZ format:
```
94
Properties=species:S:1:pos:R:3:lowdin_charge:R:1
Sr 0.09 -0.12 -0.38 0.920
S -1.21 2.25 -0.53 0.187
P -1.98 1.33 1.09 0.345
C -1.31 -0.15 1.67 -0.652
P 0.15 0.02 2.55 0.317
S 1.85 0.60 1.63 0.173
C 0.05 0.96 4.11 -0.372
C 1.07 1.80 4.54 -0.116
C 0.94 2.51 5.72 -0.085
C -0.22 2.38 6.48 -0.089
C -1.24 1.55 6.05 -0.078
C -1.10 0.84 4.87 -0.092
C 0.45 -1.69 3.15 -0.322
C 0.28 -2.75 2.26 -0.106
C 0.54 -4.06 2.65 -0.088
C 0.95 -4.33 3.94 -0.098
C 1.12 -3.28 4.84 -0.085
C 0.88 -1.97 4.44 -0.070
C -2.20 2.71 2.26 -0.343
C -1.11 3.55 2.50 -0.121
C -1.24 4.64 3.33 -0.077
C -2.47 4.92 3.92 -0.092
C -3.55 4.09 3.69 -0.088
C -3.42 2.98 2.86 -0.075
C -3.68 0.79 0.66 -0.350
C -4.26 1.10 -0.57 -0.105
C -5.50 0.58 -0.91 -0.090
C -6.17 -0.25 -0.03 -0.101
C -5.61 -0.56 1.19 -0.090
C -4.36 -0.05 1.54 -0.113
H 1.96 1.91 3.93 0.058
H 1.73 3.17 6.05 0.101
H -0.32 2.93 7.41 0.099
H -2.15 1.45 6.63 0.102
H -1.90 0.19 4.52 0.107
H -0.07 -2.56 1.26 0.058
H 0.40 -4.86 1.93 0.095
H 1.14 -5.35 4.25 0.098
H 1.44 -3.49 5.85 0.101
H 1.03 -1.16 5.15 0.103
H -0.17 3.34 2.00 0.088
H -0.39 5.29 3.50 0.105
H -2.58 5.79 4.55 0.099
H -4.51 4.31 4.14 0.100
H -4.27 2.34 2.67 0.095
H -3.73 1.75 -1.25 0.055
H -5.94 0.82 -1.88 0.099
H -7.14 -0.66 -0.30 0.097
H -6.13 -1.22 1.88 0.099
H -3.90 -0.32 2.47 0.096
C 4.12 -3.56 -5.70 -0.037
C 3.34 -2.29 -6.05 -0.558
C 2.28 -2.60 -7.12 -0.039
C 4.32 -1.26 -6.62 -0.063
C 2.64 -1.78 -4.80 -0.145
C 2.91 -0.54 -4.22 0.016
C 2.21 -0.16 -3.09 -0.099
N 1.29 -0.91 -2.50 -0.009
C 1.02 -2.11 -3.03 -0.189
C 1.68 -2.56 -4.17 0.046
C -0.02 -2.93 -2.35 -0.195
C -0.18 -4.28 -2.60 0.045
C -1.18 -5.02 -1.96 -0.145
C -1.99 -4.32 -1.07 0.021
C -1.77 -2.97 -0.87 -0.106
N -0.81 -2.28 -1.48 0.009
C -1.39 -6.49 -2.29 -0.557
C -0.07 -7.26 -2.23 -0.041
C -1.95 -6.55 -3.73 -0.035
C -2.38 -7.16 -1.34 -0.061
H 4.63 -3.94 -6.59 0.089
H 3.46 -4.35 -5.33 0.079
H 4.87 -3.36 -4.94 0.094
H 2.78 -2.93 -8.04 0.089
H 1.69 -1.71 -7.35 0.095
H 1.60 -3.39 -6.81 0.078
H 4.78 -1.66 -7.52 0.088
H 5.12 -1.03 -5.91 0.089
H 3.80 -0.33 -6.89 0.091
H 3.64 0.13 -4.64 0.109
H 2.40 0.81 -2.63 0.123
H 1.42 -3.52 -4.59 0.106
H 0.49 -4.78 -3.29 0.105
H -2.78 -4.81 -0.51 0.111
H -2.38 -2.40 -0.17 0.116
H 0.68 -6.86 -2.91 0.074
H -0.24 -8.30 -2.49 0.089
H 0.35 -7.23 -1.22 0.093
H -1.26 -6.11 -4.44 0.082
H -2.90 -6.01 -3.79 0.093
H -2.13 -7.59 -4.01 0.089
H -2.03 -7.12 -0.31 0.093
H -2.50 -8.20 -1.62 0.088
H -3.37 -6.69 -1.39 0.084
```

The multiplicity is 1.

No. 3
Density functional theory data (wB97M-V/def2-TZVPD) for a gas-phase ion, C19H36N3O (charge +1).

The geometry in XYZ format:
```
59
Properties=species:S:1:pos:R:3:lowdin_charge:R:1
C 0.86 4.85 -1.76 -0.102
C -0.13 3.71 -1.59 -0.263
C 0.47 2.37 -2.03 -0.216
C -0.52 1.22 -1.85 -0.163
C -0.01 -0.16 -2.29 -0.317
C 0.50 -0.13 -3.75 -0.221
C 0.49 -1.51 -4.40 -0.087
C 1.10 -0.70 -1.38 -0.094
N 0.63 -1.27 -0.09 0.050
C -0.19 -2.51 -0.22 -0.057
C -0.77 -2.94 1.07 -0.250
C -0.46 -4.03 1.84 -0.031
C -1.35 -4.05 2.93 -0.061
C -2.18 -2.97 2.79 -0.082
N -1.84 -2.30 1.66 -0.078
C -2.41 -1.04 1.26 -0.094
C -1.84 0.16 2.05 -0.132
N -0.38 0.24 1.96 -0.200
C 0.27 -0.44 3.09 -0.117
C 1.81 -0.39 2.90 -0.151
O 2.13 0.27 1.69 -0.166
C 1.64 1.59 1.70 -0.146
C 0.12 1.62 1.94 -0.126
H 1.75 4.68 -1.15 0.071
H 0.41 5.79 -1.45 0.074
H 1.17 4.94 -2.79 0.077
H -1.02 3.91 -2.19 0.115
H -0.44 3.65 -0.54 0.093
H 1.38 2.19 -1.45 0.096
H 0.76 2.45 -3.07 0.116
H -0.82 1.17 -0.80 0.090
H -1.41 1.45 -2.43 0.128
H -0.86 -0.84 -2.27 0.122
H -0.15 0.52 -4.33 0.121
H 1.51 0.28 -3.78 0.121
H -0.52 -1.93 -4.40 0.080
H 0.81 -1.43 -5.43 0.080
H 1.15 -2.21 -3.90 0.066
H 1.63 -1.49 -1.91 0.129
H 1.81 0.09 -1.15 0.130
H 0.13 -0.55 0.56 0.125
H 1.47 -1.48 0.46 0.160
H 0.45 -3.31 -0.61 0.147
H -0.97 -2.32 -0.95 0.123
H 0.31 -4.75 1.64 0.110
H -1.38 -4.78 3.72 0.104
H -2.99 -2.64 3.41 0.128
H -3.49 -1.07 1.43 0.140
H -2.24 -0.89 0.19 0.119
H -2.16 0.08 3.10 0.131
H -2.28 1.06 1.63 0.129
H -0.06 -1.48 3.13 0.103
H -0.01 0.04 4.03 0.135
H 2.28 0.13 3.74 0.132
H 2.24 -1.39 2.83 0.129
H 2.16 2.18 2.48 0.133
H 1.90 2.01 0.73 0.111
H -0.38 2.16 1.13 0.095
H -0.12 2.13 2.88 0.136
```

The energy relative to the best compared isomer or geometry (same formula, charge and spin) is 2.6 kJ/mol. Its total charge is +1. The multiplicity is 1.

No. 4
Density functional theory data (wB97M-V/def2-TZVPD) for 2 unconnected molecules or ions with the total composition C5H15N2O.

The geometry in XYZ format:
```
23
Properties=species:S:1:pos:R:3:lowdin_charge:R:1
C -1.31 -2.52 0.50 -0.096
C -0.51 -1.35 1.03 -0.209
C 0.79 -1.24 0.77 -0.232
N 1.65 -0.28 1.29 0.063
H -0.67 -3.38 0.32 0.082
H -2.01 -2.85 1.26 0.079
H -1.87 -2.34 -0.42 0.057
H -1.03 -0.70 1.71 0.109
H 1.24 -1.91 0.04 0.138
H 2.63 -0.51 1.21 0.111
H 1.39 0.07 2.20 0.120
C -0.04 1.84 -0.32 -0.281
O 1.27 2.27 -0.12 -0.033
C -0.14 0.88 -1.49 -0.116
N -1.51 0.26 -1.44 0.190
H -0.65 2.71 -0.51 0.133
H -0.45 1.38 0.59 0.109
H 1.79 1.51 0.19 0.062
H -0.03 1.40 -2.44 0.142
H 0.57 0.06 -1.41 0.121
H -2.18 1.00 -1.20 0.174
H -1.54 -0.41 -0.65 0.102
H -1.82 -0.20 -2.28 0.175
```

The energy relative to the best compared isomer or geometry (same formula, charge and spin) is 162.4 kJ/mol. Its total charge is +1. The multiplicity is 1.

| no. | electronic energy (eV) | maximum force (eV/A) |
| --- | --- | --- |
| 1 | -205104.8104 | 5.32 |
| 2 | -89373.1120 | 1.52 |
| 3 | -26799.2381 | 0.72 |
| 4 | -10448.8778 | 1.08 |